HN3P2 | ωB97M-V/def2-TZVPD

## Properties
**Electronic energy**: -23059.18401 eV
**HOMO**: -9.11 eV
**LUMO level**: -1.225 eV
**Energy above the lowest of the compared OMol25 structures with the same formula, charge and spin**: 73.0 kcal/mol
**SMILES string**: [H]/P=N/N=P#N
**Spin multiplicity**: 1

Geometry as XYZ:
```
6
Properties=species:S:1:pos:R:3:forces:R:3:nbo_charge:R:1
H -2.518755 -0.861675 0.453528 0.5 0.8 -0.8 -0.03
P -1.640295 0.288965 0.133778 -2.1 0.0 0.5 0.50
N -0.356629 -0.607396 -0.077978 2.2 -0.7 1.4 -0.36
N 0.830070 -0.684811 0.028133 -2.2 -2.0 0.0 -0.21
P 1.873230 0.556103 -0.901941 1.5 0.6 -2.4 0.98
N 1.812378 1.308813 0.364480 0.0 1.3 1.2 -0.87
```
Positions in Å, forces in eV/Å.